[1]
ORCA calculation (the ωB97M-V functional and the def2-TZVPD basis) on a structure of composition C4H7BrO.

Atoms and positions in Å:
C1 0.3152 -1.7519 -0.8176
C2 0.8186 -0.3547 0.3735
C3 -0.9161 1.2322 -0.1681
C4 -0.2031 0.5403 0.9944
O1 0.9367 -1.8065 0.5156
Br1 2.4456 0.4857 -0.2347
H1 -0.7517 -1.8973 -0.8966
H2 1.0536 -1.5862 -1.6751
H3 -0.3470 2.1655 -0.4142
H4 -1.9362 1.5618 0.0730
H5 -0.7905 0.4908 -0.9701
H6 -0.9114 -0.1588 1.4492
H7 0.2862 1.0792 1.7708

Calculated values
- DFT total energy: -2805.6314 Ha
- Multiplicity: 3
- Energy above the lowest of the compared OMol25 structures with the same formula, charge and spin: 195.9 kJ/mol
- ⟨S²⟩: 2.01
- Frontier orbital gap (alpha / beta): 0.2465 / 0.3378 Eh

=====

[2]
ORCA calculation (the ωB97M-V functional and the def2-TZVPD basis) on an isolated molecule of C22H32N4O3S.

Atoms and positions in Å:
C1 3.0733 -0.6076 6.0217
C2 1.7491 0.1473 6.0207
C3 1.3298 0.6126 4.6278
C4 0.9632 -0.5544 3.7107
N1 0.5543 -0.0838 2.4010
C5 1.4704 0.2016 1.4343
S1 3.1650 -0.0553 1.8200
C6 3.8250 0.0607 0.1392
C7 3.1888 -1.0274 -0.7233
O1 2.9265 -2.1255 -0.2878
N2 3.0088 -0.6654 -2.0068
C8 2.4611 -1.5645 -3.0075
C9 1.1050 -1.0529 -3.4841
C10 3.4710 -1.7204 -4.1512
C11 3.1072 -2.8426 -5.1153
N3 1.2050 0.6520 0.2598
C12 -0.1049 0.8638 -0.0662
C13 -0.4446 1.3841 -1.3177
C14 -1.7596 1.5836 -1.6609
C15 -2.8135 1.2906 -0.7717
N4 -4.1384 1.5478 -1.0764
C16 -5.1781 0.6240 -0.6629
C17 -5.4343 -0.3996 -1.7796
O2 -5.7840 0.2306 -2.9926
C18 -4.7817 1.1326 -3.4078
C19 -4.5243 2.1827 -2.3192
C20 -2.4683 0.8001 0.4863
C21 -1.1423 0.5818 0.8376
C22 -0.8136 0.0822 2.1679
O3 -1.6255 -0.1799 3.0337
H1 3.3858 -0.8156 7.0423
H2 3.8470 -0.0165 5.5373
H3 2.9878 -1.5543 5.4959
H4 0.9645 -0.4851 6.4408
H5 1.8433 1.0270 6.6610
H6 2.1439 1.1839 4.1755
H7 0.4581 1.2657 4.7130
H8 0.1127 -1.0990 4.1287
H9 1.8099 -1.2314 3.5830
H10 3.6395 1.0626 -0.2424
H11 4.8957 -0.1242 0.2330
H12 3.1629 0.2902 -2.2849
H13 2.3329 -2.5253 -2.4984
H14 0.6338 -1.7801 -4.1381
H15 0.4538 -0.8839 -2.6299
H16 1.2200 -0.1170 -4.0284
H17 3.5452 -0.7764 -4.6976
H18 4.4492 -1.9317 -3.7132
H19 3.8941 -2.9693 -5.8550
H20 2.9881 -3.7798 -4.5772
H21 2.1813 -2.6246 -5.6405
H22 0.3445 1.6250 -2.0126
H23 -1.9704 1.9673 -2.6469
H24 -4.8989 0.1019 0.2485
H25 -6.0925 1.1977 -0.4794
H26 -6.2715 -1.0512 -1.5256
H27 -4.5277 -1.0096 -1.9220
H28 -5.1506 1.5958 -4.3243
H29 -3.8515 0.5836 -3.6236
H30 -3.7747 2.9067 -2.6334
H31 -5.4605 2.7201 -2.1293
H32 -3.2110 0.5938 1.2406

Calculated values
- Structure (SMILES): CCCCn1c(SCC(=O)N[C@@H](C)CC)nc2ccc(N3CCOCC3)cc2c1=O
- DFT total energy: -1700.5029 Ha
- Multiplicity: 1
- Energy above the lowest of the compared OMol25 structures with the same formula, charge and spin: 9.9 kJ/mol
- Frontier orbital gap: 0.2915 Eh

=====

[3]
ORCA calculation (the ωB97M-V functional and the def2-TZVPD basis) on an isolated molecule of C9H5ClN4.

Atoms and positions in Å:
H1 2.6685 2.0276 0.7825
N1 1.6828 1.9185 0.5843
C1 1.2248 0.8332 0.2525
C2 -0.1451 0.3198 0.0461
C3 -0.8510 0.7377 -1.0732
C4 -2.1761 0.4643 -1.1155
C5 -2.8383 -0.1937 -0.1136
Cl1 -4.5066 -0.4080 -0.1699
C6 -2.0917 -0.6554 1.0628
C7 -0.6941 -0.4236 1.1101
N2 2.2957 -0.4385 -0.1125
C8 3.5686 -0.1376 -0.1395
N3 4.6678 0.2224 -0.0754
C9 1.8054 -1.6290 -0.3824
N4 1.3926 -2.7014 -0.4936
H2 -0.5104 1.1416 -2.0688
H3 -2.7142 0.8093 -1.9998
H4 -2.6864 -1.1825 1.8647
H5 -0.0924 -0.7048 2.0414

Calculated values
- Structure (SMILES): [H]/N=C(/c1ccc(Cl)cc1)N(C#N)C#N
- DFT total energy: -1025.0879 Ha
- Multiplicity: 1
- Frontier orbital gap: 0.3581 Eh

=====

[4]
ORCA calculation (the ωB97M-V functional and the def2-TZVPD basis) on a structure of composition C24H44AsF6KN2O8S4.

Atoms and positions in Å:
K1 -3.0058 -3.0941 3.3363
As1 -0.2629 -0.8671 0.4630
F1 0.8636 0.0997 -0.5587
F2 0.5514 -0.5953 1.9949
F3 -1.4538 -1.9024 1.2814
F4 -1.2096 -1.3002 -1.0457
F5 0.7616 -2.2788 -0.0194
F6 -1.2057 0.7126 0.5903
C1 0.1568 2.4564 4.8042
C2 1.4381 1.8426 4.4365
C3 1.7663 0.3980 4.9893
C4 0.5873 -0.5521 5.2197
N1 -0.3228 -1.2334 5.4383
H1 0.2246 3.4935 4.4757
H2 0.1142 2.6095 5.8825
H3 -0.6083 1.8028 4.3852
H4 2.2831 2.4888 4.6741
H5 1.4766 1.7433 3.3517
H6 2.2945 0.4081 5.9427
H7 2.3847 0.0130 4.1785
C5 0.6428 0.7211 -4.4248
C6 0.4397 1.8518 -5.3639
C7 -1.0964 2.1634 -5.1820
S1 -2.0875 0.6874 -4.7887
O1 -2.8559 0.2003 -5.9051
O2 -2.7260 0.6363 -3.4435
C8 -0.4339 -0.3134 -4.6309
H8 0.6749 0.9719 -3.3645
H9 1.5794 0.1898 -4.5935
H10 0.6292 1.5662 -6.3987
H11 1.1374 2.6662 -5.1685
H12 -1.3489 2.2833 -6.2355
H13 -1.4176 3.0718 -4.6724
H14 -0.2278 -0.7965 -5.5860
H15 -0.6234 -1.0537 -3.8537
C9 0.5013 3.7860 0.7745
C10 1.7557 2.9410 0.4907
C11 2.1331 3.0392 -1.0027
S2 1.1620 4.3742 -1.8163
O3 -0.0087 3.7914 -2.4793
O4 2.0944 5.2349 -2.5316
C12 0.6002 5.0311 -0.1449
H16 0.3063 4.1141 1.7956
H17 -0.3368 3.2539 0.3244
H18 1.4246 1.9430 0.7778
H19 2.5720 3.2126 1.1601
H20 2.0240 2.0759 -1.5010
H21 3.1889 3.3054 -1.0537
H22 -0.1698 5.7265 -0.4791
H23 1.4250 5.6924 0.1207
C13 0.8172 -4.1171 2.5894
C14 0.8018 -5.4274 3.4321
C15 1.9174 -5.2740 4.4992
S3 3.2011 -4.1205 3.8672
O5 4.4048 -4.9461 3.4102
O6 3.3416 -2.8844 4.6419
C16 2.2938 -3.7668 2.3339
H24 0.4134 -3.2859 3.1675
H25 0.3590 -4.0723 1.6015
H26 0.9878 -6.2657 2.7607
H27 -0.1832 -5.4016 3.8983
H28 2.2862 -6.2270 4.8783
H29 1.5055 -4.8845 5.4302
H30 2.8893 -4.4314 1.7080
H31 2.4418 -2.7267 2.0435
C17 -3.9300 5.0020 -1.5474
C18 -3.1641 4.3340 -0.3894
C19 -3.9940 3.1352 0.1151
S4 -5.2019 2.7036 -1.3133
O7 -6.5413 3.2522 -1.1421
O8 -5.1263 1.3731 -1.8631
C20 -4.4364 3.8556 -2.4876
H32 -3.3245 5.6361 -2.1950
H33 -4.8135 5.4659 -1.1089
H34 -2.9357 5.0498 0.4003
H35 -2.1893 3.9988 -0.7435
H36 -4.3697 3.2036 1.1360
H37 -3.2655 2.3343 0.2413
H38 -5.2521 3.9106 -3.2086
H39 -3.6139 3.2659 -2.8922
N2 2.2620 -5.7639 -1.8865
C21 2.5033 -6.9470 -2.6266
C22 1.6124 -7.9148 -2.1067
C23 0.7447 -7.2136 -1.1777
C24 1.2911 -5.9259 -0.9619
H40 2.8485 -4.9456 -1.9674
H41 3.3422 -6.9640 -3.3066
H42 1.6044 -8.9403 -2.4454
H43 -0.2069 -7.6544 -0.9197
H44 0.8873 -5.0324 -0.5091

Calculated values
- DFT total energy: -6679.9225 Ha
- Multiplicity: 1
- Energy above the lowest of the compared OMol25 structures with the same formula, charge and spin: 0.0 kJ/mol
- Frontier orbital gap: 0.2406 Eh

=====

[5]
ORCA calculation (the ωB97M-V functional and the def2-TZVPD basis) on a cluster of 2 separate species, C4H13NO in total.

Atoms and positions in Å:
C1 -1.0991 -3.1177 0.0819
C2 -0.5085 -1.9160 -0.6869
N1 -0.2445 -0.7968 0.2064
C3 0.5982 0.2189 -0.3651
C4 1.1791 1.1313 0.7756
H1 -0.9630 -4.0169 -0.5422
H2 -2.1751 -2.9935 0.2902
H3 -0.5710 -3.2700 1.0382
H4 0.3687 -2.3983 -1.1594
H5 -1.2074 -1.6239 -1.4941
H6 -1.0965 -0.2862 0.4712
H7 1.4506 -0.1850 -0.9445
H8 0.0346 0.9031 -1.0282
H9 0.4317 1.8266 1.1933
H10 2.0679 1.7103 0.4731
H11 1.4751 0.4183 1.5634
O1 -0.3077 4.8722 0.0290
H12 0.2956 4.9626 0.8011
H13 0.2714 4.5610 -0.7031

Calculated values
- Structure (SMILES): CCNCC.O
- DFT total energy: -290.1658 Ha
- Multiplicity: 1
- Energy above the lowest of the compared OMol25 structures with the same formula, charge and spin: 81.9 kJ/mol
- Frontier orbital gap: 0.3539 Eh

=====

[6]
ORCA calculation (the ωB97M-V functional and the def2-TZVPD basis) on a structure of composition C5H14N4.

Atoms and positions in Å:
C1 0.9719 1.4663 0.9615
N1 -0.0874 0.4991 0.7827
N2 -1.2228 0.8203 1.5511
C2 -0.9615 0.4255 -1.3544
C3 -0.8523 1.3230 -2.3636
H1 -1.5865 -0.0296 1.9864
H2 -1.9460 1.1533 0.9087
H3 -1.9602 0.1279 -1.0463
H4 0.5836 2.4825 0.8358
H5 1.7614 1.3282 0.2174
H6 1.4238 1.3626 1.9496
H7 0.0927 1.5676 -2.8292
H8 -1.7227 1.8448 -2.7266
C4 1.5897 -1.5703 0.9006
C5 0.1846 -1.2040 0.5120
N3 -0.0463 -0.7395 -1.2930
N4 -0.7650 -1.9923 0.8577
H9 -0.4316 -1.6133 -1.6432
H10 0.8383 -0.4974 -1.7321
H11 -1.6793 -1.7332 0.4938
H12 2.3249 -0.8817 0.4872
H13 1.6815 -1.5566 1.9845
H14 1.8090 -2.5832 0.5595

Calculated values
- DFT total energy: -417.7470 Ha
- Multiplicity: 1
- Energy above the lowest of the compared OMol25 structures with the same formula, charge and spin: 476.6 kJ/mol
- Frontier orbital gap: 0.2982 Eh

=====

[7]
ORCA calculation (the ωB97M-V functional and the def2-TZVPD basis) on a structure of composition C4H11ClNO3YYb.

Atoms and positions in Å:
Yb1 0.5835 0.1596 -2.0415
Cl1 1.4182 -1.7443 -0.4330
C1 2.6022 1.3679 -2.1772
C2 -0.6381 -1.1746 -3.4269
H1 2.4327 1.6827 -3.2281
H2 2.5441 2.1526 -1.4024
H3 3.3168 0.5403 -2.0051
H4 -0.4489 -0.5388 -4.3155
H5 -1.6307 -1.1311 -2.9481
H6 -0.0428 -2.0960 -3.2819
Y1 0.1883 -0.0462 1.1373
C3 -1.7172 -1.0257 1.9342
C4 -0.9197 1.3495 -0.4251
H7 -2.6787 -0.6064 1.5528
H8 -1.6611 -2.1222 1.7427
H9 -1.7314 -0.9059 3.0486
H10 -1.8725 1.2598 -1.0323
H11 -0.4965 2.3953 -0.5289
O1 -0.5045 0.9564 5.0901
N1 0.1624 0.1003 4.5289
O2 0.4676 -0.9539 5.0474
O3 0.6262 0.3809 3.1643

Calculated values
- Total charge: -1
- DFT total energy: -2096.5358 Ha
- Multiplicity: 2
- ⟨S²⟩: 0.75
- Frontier orbital gap (alpha / beta): 0.2374 / 0.2369 Eh

=====

[8]
ORCA calculation (the ωB97M-V functional and the def2-TZVPD basis) on a structure of composition C14H13F9N2O2P2S2Tm.

Atoms and positions in Å:
C1 4.4457 -2.8718 1.1173
C2 5.0422 -1.4231 1.4956
O1 5.1174 -0.5913 0.3071
C3 4.0435 0.3581 0.2248
C4 2.9414 -0.2293 -0.8270
C5 1.4651 0.2664 -0.4689
C6 0.5281 1.0483 -1.4578
P1 1.3008 1.4381 -3.1490
S1 1.4226 -0.2252 -4.2017
C7 -0.9506 1.4801 -1.0574
P2 -1.9948 2.3714 -2.3495
O2 -2.0209 3.8711 -1.9226
C8 -1.5133 1.1779 0.3466
C9 -2.9508 1.5489 0.8844
F1 -3.5566 2.6675 0.2858
F2 -2.7678 1.9231 2.3109
C10 -3.9864 0.2864 0.9532
F3 -3.7045 -0.3303 2.2314
F4 -5.3100 0.7926 0.9089
C11 -3.7196 -0.8391 -0.1534
F5 -3.5094 -0.3507 -1.4613
F6 -2.6375 -1.7077 0.1612
C12 -5.0255 -1.8165 -0.2524
F7 -4.5164 -3.0797 -0.6820
F8 -5.9405 -1.4136 -1.2309
F9 -5.6303 -2.0508 0.9946
C13 -0.5425 0.3779 1.3142
N1 -0.7712 -0.0888 2.6456
S2 0.5469 -0.9523 3.3238
N2 1.6171 -0.8137 2.0104
C14 0.9264 -0.0910 0.9634
H1 3.3019 -2.7662 1.1295
H2 4.7771 -3.1062 0.0462
H3 4.7066 -3.6936 1.8634
H4 6.1259 -1.5232 1.8835
H5 4.4282 -0.9850 2.3515
H6 3.5710 0.6391 1.2229
H7 4.4535 1.3172 -0.2566
H8 3.2344 -0.0848 -1.9191
H9 2.9413 -1.3736 -0.6506
H10 0.6684 2.5265 -3.8254
H11 2.6685 1.8506 -2.8919
H12 -1.4248 2.3566 -3.6753
H13 -3.3598 1.9519 -2.4174
Tm1 -4.4405 2.1576 3.8740

Calculated values
- Total charge: +3
- DFT total energy: -4262.9201 Ha
- Multiplicity: 3
- ⟨S²⟩: 2.00
- Frontier orbital gap (alpha / beta): 0.1574 / 0.1530 Eh

=====

[9]
ORCA calculation (the ωB97M-V functional and the def2-TZVPD basis) on a cluster of 2 separate species, FH3NOPS in total.

Atoms and positions in Å:
N1 -0.5433 -1.2426 0.2535
O1 -1.0889 1.7763 -0.1907
F1 1.0750 0.1595 1.7005
P1 0.7984 -0.2637 0.1251
S1 2.3728 -0.4227 -1.0791
H1 -0.5620 -1.8505 -0.5100
H2 -1.2570 -0.5598 0.5035
H3 -0.7951 2.4037 -0.8028

Calculated values
- DFT total energy: -971.1372 Ha
- Multiplicity: 1
- Energy above the lowest of the compared OMol25 structures with the same formula, charge and spin: 462.6 kJ/mol
- Frontier orbital gap (alpha / beta): 0.2658 / 0.2659 Eh

=====

[10]
ORCA calculation (the ωB97M-V functional and the def2-TZVPD basis) on an isolated molecule of C2H6ClN3.

Atoms and positions in Å:
C1 -0.4105 -0.5520 1.8137
N1 0.3434 -0.8074 0.6293
C2 0.3194 -0.2424 -0.4614
N2 1.0515 -0.4658 -1.5506
N3 -0.8153 1.1061 -0.8761
Cl1 -0.0687 2.2390 -1.9434
H1 -0.1695 0.4251 2.2394
H2 -0.1354 -1.3236 2.5325
H3 -1.4855 -0.6026 1.6258
H4 1.5504 -1.3359 -1.6304
H5 0.7495 -0.0129 -2.3986
H6 -0.9292 1.5724 0.0198

Calculated values
- Structure (SMILES): C/N=C(/N)NCl
- DFT total energy: -704.1869 Ha
- Multiplicity: 1
- Energy above the lowest of the compared OMol25 structures with the same formula, charge and spin: 175.0 kJ/mol
- Frontier orbital gap: 0.3547 Eh

=====

[11]
ORCA calculation (the ωB97M-V functional and the def2-TZVPD basis) on a cluster of 2 separate species, C13H14BFI2NO5 in total.

Atoms and positions in Å:
C1 -0.2098 -2.0605 -2.0750
C2 -0.2120 -0.5401 -2.1591
I1 -2.0796 0.1541 -2.9415
C3 0.1946 0.2195 -0.8334
I2 -1.2369 1.6631 -0.1245
C4 0.6919 -0.6414 0.2898
C5 2.0502 -0.5250 0.6120
C6 2.6522 -1.2332 1.6627
B1 4.1809 -1.0607 2.0348
O1 5.2023 -1.5142 1.2246
O2 4.5070 -0.4518 3.2077
C7 1.8870 -2.1100 2.4282
C8 0.5455 -2.2528 2.1038
C9 -0.0394 -1.5489 1.0699
C10 -1.4700 -1.9572 0.9717
O3 -2.3640 -1.5254 0.3471
N1 -1.6477 -3.1226 1.8756
F1 -1.3033 -4.2020 0.9784
C11 -0.4635 -3.1203 2.7433
O4 -0.4228 -3.7061 3.7696
H1 -1.1253 -2.4278 -1.6306
H2 -0.2018 -2.4414 -3.0922
H3 0.6759 -2.4548 -1.5829
H4 0.5130 -0.2481 -2.9057
H5 1.0243 0.8531 -1.1063
H6 2.6782 0.1396 0.0368
H7 5.5442 -2.3650 1.5153
H8 3.7720 0.0431 3.5824
H9 2.3102 -2.6772 3.2437
C12 -3.8730 5.3187 -1.5750
C13 -2.5300 4.9420 -2.2507
O5 -2.5574 3.7353 -2.8344
H10 -4.1276 4.5910 -0.7990
H11 -3.8229 6.3157 -1.1022
H12 -4.6799 5.3358 -2.3120
H13 -1.7574 5.0693 -1.4351
H14 -2.3048 5.8061 -2.9377

Calculated values
- Total charge: -1
- DFT total energy: -1654.8312 Ha
- Multiplicity: 1
- Energy above the lowest of the compared OMol25 structures with the same formula, charge and spin: 0.0 kJ/mol
- Frontier orbital gap: 0.1345 Eh

=====

[12]
ORCA calculation (the ωB97M-V functional and the def2-TZVPD basis) on a cluster of 2 separate species, C3H8N3 in total.

Atoms and positions in Å:
C1 -2.1859 -0.6326 -0.4706
C2 -1.5327 0.2705 0.4142
C3 1.7207 -0.2356 -0.1455
N1 -1.1553 -1.0969 0.0266
N2 1.1631 -1.3463 -0.0067
N3 -0.5519 1.2051 -0.0779
H1 -2.9983 -0.6835 -1.2769
H2 -1.9057 0.3342 1.4414
H3 1.0816 0.5603 -0.3781
H4 2.7054 -0.0645 0.1043
H5 1.6105 -2.1134 0.3505
H6 0.1577 -1.5490 -0.1948
H7 -0.4024 1.2973 -1.1627
H8 -0.7629 2.1038 0.2480

Calculated values
- Total charge: +1
- DFT total energy: -282.9866 Ha
- Multiplicity: 1
- Energy above the lowest of the compared OMol25 structures with the same formula, charge and spin: 465.1 kJ/mol
- Frontier orbital gap: 0.3569 Eh